Formula: C11H27InNO3
Source: the Open Molecules 2025 dataset
Level of theory: ωB97M-V with the def2-TZVPD basis set

Structure (XYZ):
```
43
Properties=species:S:1:pos:R:3
C 3.795 -2.722 0.482
C 3.516 -1.220 0.542
C 3.381 -0.759 1.997
C 2.332 -0.800 -0.351
C 2.226 0.718 -0.497
C 0.985 -1.391 0.099
O -0.034 -1.034 -0.769
In -1.815 -2.143 -0.558
O -2.238 -2.938 -2.417
C -3.466 -1.038 0.346
N -4.299 -1.929 1.188
H 3.834 -3.069 -0.555
H 4.763 -2.956 0.940
H 3.032 -3.304 1.002
H 4.403 -0.722 0.122
H 2.710 -1.413 2.562
H 2.991 0.258 2.073
H 4.351 -0.790 2.506
H 2.531 -1.216 -1.349
H 3.206 1.193 -0.614
H 1.606 0.960 -1.361
H 1.725 1.159 0.372
H 1.100 -2.486 0.187
H 0.801 -1.033 1.137
H -1.364 -3.491 0.529
H -1.887 -3.833 -2.440
H -3.021 -0.231 0.938
H -4.093 -0.551 -0.405
H -3.833 -2.813 1.366
H -4.462 -1.524 2.103
C -1.674 4.001 -0.037
C -1.006 3.593 -1.350
C -1.303 2.098 -1.395
O -2.548 1.928 -0.712
C -2.920 3.117 -0.042
H -1.909 5.064 0.026
H -1.032 3.737 0.806
H -1.483 4.107 -2.188
H 0.063 3.806 -1.378
H -0.545 1.495 -0.890
H -1.410 1.706 -2.408
H -3.750 3.607 -0.569
H -3.262 2.858 0.962
```

total charge = -1
spin multiplicity = 1

The computed Löwdin charges, all in e, follow: C -0.090; C -0.413; C -0.083; C -0.348; C -0.079; C -0.391; O -0.360; In 0.726; O -0.441; C -0.390; N -0.124; H 0.077; H 0.069; H 0.072; H 0.124; H 0.076; H 0.067; H 0.070; H 0.138; H 0.072; H 0.065; H 0.075; H 0.081; H 0.113; H -0.065; H -0.079; H 0.013; H 0.016; H -0.002; H 0.030; C -0.174; C -0.168; C -0.187; O -0.144; C -0.217; H 0.103; H 0.110; H 0.107; H 0.106; H 0.091; H 0.127; H 0.113; H 0.115

***

Formula: C21H35FMgP2
Source: the Open Molecules 2025 dataset
Level of theory: ωB97M-V with the def2-TZVPD basis set

Structure (XYZ):
```
60
Properties=species:S:1:pos:R:3
P 1.503 -2.271 -2.635
P 1.243 -3.254 0.359
C 2.512 -3.774 -2.110
C 1.889 -4.482 -0.917
H 3.521 -3.411 -1.871
H 2.569 -4.457 -2.966
H 1.032 -5.098 -1.226
H 2.633 -5.121 -0.425
C 2.798 -3.205 1.387
H 2.581 -2.681 2.334
H 3.575 -2.638 0.844
H 3.156 -4.235 1.591
C 0.298 -4.499 1.329
H 0.940 -5.360 1.582
H -0.550 -4.833 0.714
H -0.090 -4.029 2.243
C 2.775 -1.595 -3.774
H 2.352 -0.746 -4.327
H 3.122 -2.375 -4.473
H 3.618 -1.236 -3.167
C 0.448 -3.174 -3.880
H -0.278 -3.812 -3.344
H 1.087 -3.798 -4.541
H -0.111 -2.432 -4.477
Mg -1.653 2.701 0.291
C -1.366 0.232 1.337
C -0.135 0.733 1.553
C 1.070 0.546 0.679
C 1.370 1.544 -0.459
C 0.256 1.919 -1.386
C -0.806 1.145 -1.667
C -1.031 -0.269 -1.216
C -1.769 -0.547 0.125
C -2.243 4.370 -0.845
H -2.182 0.420 2.059
H 0.022 1.356 2.439
H 1.134 -0.466 0.262
H 1.941 0.624 1.348
H 1.735 2.495 -0.042
H 2.244 1.109 -0.990
H 0.356 2.917 -1.860
H -1.573 1.538 -2.353
H -0.113 -0.881 -1.221
H -1.674 -0.739 -1.980
H -2.845 -0.354 -0.007
H -1.677 -1.645 0.261
H -3.280 4.581 -0.537
H -2.160 4.109 -1.912
H -1.586 5.211 -0.568
F -3.150 5.978 5.412
C -2.760 5.188 4.355
C -3.627 4.214 3.865
C -3.209 3.409 2.778
C -1.972 3.632 2.232
C -1.077 4.551 2.721
C -1.479 5.374 3.818
H -4.607 4.085 4.338
H -3.884 2.637 2.390
H -0.080 4.678 2.287
H -0.810 6.123 4.242
```

total charge = 0
spin multiplicity = 1

The computed Löwdin charges, all in e, follow: P 0.841; P 0.832; C -0.444; C -0.444; H 0.073; H 0.072; H 0.073; H 0.072; C -0.300; H 0.035; H 0.035; H 0.040; C -0.323; H 0.042; H 0.034; H 0.034; C -0.321; H 0.034; H 0.042; H 0.033; C -0.295; H 0.035; H 0.041; H 0.035; Mg 0.714; C -0.139; C -0.106; C -0.196; C -0.173; C -0.135; C -0.136; C -0.220; C -0.186; C -0.252; H 0.119; H 0.116; H 0.040; H 0.119; H 0.117; H 0.126; H 0.128; H 0.120; H -0.007; H 0.117; H 0.113; H 0.111; H -0.039; H -0.058; H -0.034; F 0.008; C -0.280; C -0.031; C -0.162; C -0.281; C -0.147; C -0.019; H 0.108; H 0.082; H 0.084; H 0.103

***

Formula: C4H6O2
Source: the Open Molecules 2025 dataset
Level of theory: ωB97M-V with the def2-TZVPD basis set

Structure (XYZ):
```
12
Properties=species:S:1:pos:R:3
O 1.524 -0.542 -1.098
C 0.314 -0.789 -0.448
C 0.218 -0.335 1.049
C -0.685 0.806 0.597
O -0.074 1.493 -0.502
C -0.765 0.269 -0.763
H 1.604 0.428 -1.093
H 0.046 -1.833 -0.621
H -0.369 -1.054 1.630
H 1.152 -0.108 1.571
H -1.397 1.388 1.171
H -1.568 0.276 -1.494
```

total charge = 0
spin multiplicity = 1
SMILES = O[C@H]1C[C@H]2O[C@@H]12

The computed Löwdin charges, all in e, follow: O -0.014; C -0.304; C -0.050; C -0.211; O -0.020; C -0.168; H 0.096; H 0.148; H 0.117; H 0.116; H 0.144; H 0.148

***

no.,E_tot (a.u.)
1,-905.92416
2,-1803.70928
3,-306.41199